{"formula": "C6H9N", "method": "ωB97M-V/def2-TZVPD", "multiplicity": 1, "fmax_ev_per_a": 2.440, "smiles": "C[C@]12C[C@H]1[C@H]1N[C@H]12", "homo_lumo_gap_ha": 0.3555, "e_tot_ha": -288.604596, "e_above_lowest_ev": 4.829, "symbols": ["C", "C", "C", "C", "C", "N", "C", "H", "H", "H", "H", "H", "H", "H", "H", "H"], "coordinates": [[-0.67910, -1.11487, 1.49467], [-0.30615, -0.14602, 0.40857], [-1.23791, 0.52212, -0.53778], [-0.12782, -0.35103, -1.08261], [1.30735, 0.28180, -0.99282], [1.29532, 1.73323, -0.43798], [1.06720, 0.57535, 0.39993], [0.15777, -1.78079, 1.74158], [-1.52254, -1.74326, 1.18979], [-0.96657, -0.58933, 2.41358], [-2.22895, 0.07275, -0.58990], [-1.22286, 1.60143, -0.65912], [-0.32990, -1.23772, -1.67389], [2.19279, -0.02834, -1.51529], [0.77012, 1.81018, -1.30320], [1.83126, 0.39451, 1.14447]], "lowdin_charge": [-0.0283, -0.3787, -0.0509, -0.1304, -0.1914, 0.0743, -0.2334, 0.0807, 0.0810, 0.0813, 0.1123, 0.1021, 0.1294, 0.1257, 0.0820, 0.1443]}

***

{"formula": "C6H9N", "method": "ωB97M-V/def2-TZVPD", "multiplicity": 1, "fmax_ev_per_a": 2.730, "smiles": "C=C(C)C1=C(C)N1", "homo_lumo_gap_ha": 0.3094, "e_tot_ha": -288.590212, "e_above_lowest_ev": 5.220, "symbols": ["C", "C", "C", "C", "C", "C", "N", "H", "H", "H", "H", "H", "H", "H", "H", "H"], "coordinates": [[-1.96908, 1.27698, 0.80962], [-1.28636, 0.25518, 0.27979], [-2.08721, -0.96584, -0.17472], [0.35442, 0.11245, -0.09093], [1.65771, -0.01519, -0.20443], [3.01418, 0.35736, 0.27274], [0.91890, -0.45101, -1.37456], [-1.52937, 2.27070, 0.91774], [-3.01641, 1.19483, 0.71827], [-1.93710, -1.08221, -1.24281], [-3.16178, -0.85927, 0.11715], [-1.83863, -1.85047, 0.29960], [3.76382, 0.52228, -0.55314], [3.49660, -0.48604, 0.77880], [2.90861, 1.20600, 0.96023], [0.71168, -1.48575, -1.51337]], "lowdin_charge": [0.0223, -0.2271, -0.0838, -0.0357, -0.2718, -0.0485, -0.0020, 0.0671, 0.0412, 0.0778, 0.0902, 0.0438, 0.0950, 0.0706, 0.0825, 0.0786]}

***

{"formula": "C6H9N", "method": "ωB97M-V/def2-TZVPD", "multiplicity": 1, "fmax_ev_per_a": 0.217, "smiles": "Cc1c[nH]c(C)c1", "homo_lumo_gap_ha": 0.3252, "e_tot_ha": -288.778800, "e_above_lowest_ev": 0.088, "symbols": ["C", "C", "C", "N", "C", "C", "C", "H", "H", "H", "H", "H", "H", "H", "H", "H"], "coordinates": [[-2.56428, -0.52538, 0.07167], [-1.14816, -0.04840, -0.06416], [-0.73174, 1.25156, -0.20143], [0.64067, 1.25987, -0.18534], [1.12404, -0.01330, -0.04368], [2.58415, -0.29976, 0.09327], [0.03263, -0.84416, 0.02340], [-2.94868, -0.32891, 1.08067], [-2.63881, -1.60432, -0.10546], [-3.24112, -0.02776, -0.63065], [-1.29889, 2.16657, -0.31120], [1.21128, 2.08547, -0.24261], [2.93729, -0.10385, 1.11231], [2.78424, -1.35102, -0.12680], [3.18755, 0.30479, -0.59230], [0.06981, -1.92142, 0.12229]], "lowdin_charge": [-0.0663, -0.2993, -0.0929, 0.0444, -0.3346, -0.0411, -0.0250, 0.0744, 0.0717, 0.0718, 0.1139, 0.1485, 0.0767, 0.0769, 0.0737, 0.1073]}

***

{"formula": "C6H9N", "method": "ωB97M-V/def2-TZVPD", "multiplicity": 1, "fmax_ev_per_a": 1.145, "smiles": "[H]/N=C(\\C)CC=C=C", "homo_lumo_gap_ha": 0.3864, "e_tot_ha": -288.660048, "e_above_lowest_ev": 3.320, "symbols": ["H", "N", "C", "C", "C", "C", "C", "C", "H", "H", "H", "H", "H", "H", "H", "H"], "coordinates": [[1.10544, 2.03431, 1.32035], [0.18799, 1.75222, 0.97272], [0.19148, 0.52207, 0.63914], [1.38679, -0.40543, 0.72521], [-1.17861, -0.13948, 0.67527], [-1.46703, -1.13527, -0.54947], [-0.78054, -0.61368, -1.53187], [0.02815, 0.31444, -1.98002], [1.26161, -1.33485, 0.16104], [1.42831, -0.66676, 1.78717], [2.34469, 0.05265, 0.45201], [-1.90068, 0.69020, 0.65305], [-1.16777, -0.50432, 1.71960], [-2.15871, -1.98996, -0.68495], [1.08359, 0.12741, -2.13741], [-0.36470, 1.29642, -2.22186]], "lowdin_charge": [0.0526, 0.1268, -0.5073, -0.0489, -0.1358, -0.0572, -0.1450, -0.0062, 0.0777, 0.0861, 0.0824, 0.1092, 0.1156, 0.0992, 0.0712, 0.0797]}

***

{"formula": "C6H9N", "method": "ωB97M-V/def2-TZVPD", "multiplicity": 1, "fmax_ev_per_a": 0.424, "smiles": "[H]/N=C/CC(C)=C=C", "homo_lumo_gap_ha": 0.3804, "e_tot_ha": -288.702255, "e_above_lowest_ev": 2.171, "symbols": ["H", "N", "C", "C", "C", "C", "C", "C", "H", "H", "H", "H", "H", "H", "H", "H"], "coordinates": [[1.39900, -3.18993, -0.82392], [0.48960, -2.75798, -0.65155], [0.61685, -1.78085, 0.14801], [-0.57473, -0.97980, 0.58881], [-0.43131, 0.51630, 0.38885], [-1.51698, 1.37271, 0.99473], [0.56803, 1.03441, -0.28157], [1.56598, 1.54830, -0.95070], [1.57989, -1.46560, 0.57608], [-1.45781, -1.35187, 0.05545], [-0.74774, -1.16816, 1.65947], [-2.49873, 1.08018, 0.60336], [-1.36202, 2.43298, 0.78188], [-1.54981, 1.23834, 2.08295], [2.49156, 1.84013, -0.45830], [1.50833, 1.70320, -2.02622]], "lowdin_charge": [0.0448, 0.0919, -0.2647, -0.1597, -0.3072, -0.0595, -0.0795, 0.0134, 0.1189, 0.1214, 0.1224, 0.0820, 0.0798, 0.0805, 0.0571, 0.0584]}

***

{"formula": "C6H9N", "method": "ωB97M-V/def2-TZVPD", "multiplicity": 1, "fmax_ev_per_a": 1.140, "smiles": "Cc1cc[nH]c1C", "homo_lumo_gap_ha": [0.2977, 0.2977], "e_tot_ha": -288.676158, "e_above_lowest_ev": 2.881, "symbols": ["C", "C", "C", "C", "N", "C", "C", "H", "H", "H", "H", "H", "H", "H", "H", "H"], "coordinates": [[-1.27232, -1.86188, -0.01366], [-0.24733, -0.76034, -0.00908], [1.12020, -0.90109, 0.29600], [1.77398, 0.17817, -0.28875], [0.88435, 0.86465, -1.01169], [-0.40634, 0.54653, -0.57484], [-0.66271, 1.70517, 0.41536], [-0.92610, -2.76412, 0.50132], [-1.42020, -2.15764, -1.06437], [-2.25981, -1.57981, 0.36241], [1.58399, -1.66313, 0.90832], [2.71037, 0.66731, -0.10931], [1.07984, 1.71390, -1.51897], [-1.62308, 1.71773, 0.92077], [-0.45675, 2.68926, -0.02440], [0.12191, 1.60527, 1.21089]], "lowdin_charge": [-0.0509, -0.2623, -0.0485, -0.1257, 0.0073, -0.2612, -0.0643, 0.0724, 0.0832, 0.0744, 0.1013, 0.1107, 0.1461, 0.0635, 0.0663, 0.0877]}

***

{"formula": "C6H9N", "method": "ωB97M-V/def2-TZVPD", "multiplicity": 1, "fmax_ev_per_a": 0.994, "homo_lumo_gap_ha": [0.2986, 0.2987], "e_tot_ha": -288.578040, "e_above_lowest_ev": 5.551, "symbols": ["C", "C", "C", "C", "C", "C", "N", "H", "H", "H", "H", "H", "H", "H", "H", "H"], "coordinates": [[0.19287, 0.42118, -0.20476], [0.05867, -0.60086, -1.18713], [0.44231, -1.61485, -0.13887], [-1.36669, -0.47345, 0.69941], [1.21894, -0.44679, 0.55366], [0.10480, 1.90876, -0.32297], [-0.81273, -1.72440, 0.55790], [-0.62662, -0.69590, -2.02190], [0.91371, -2.57128, -0.34469], [-2.01472, 0.01282, -0.02175], [-1.81063, -0.33077, 1.69360], [2.23466, -0.36645, 0.16201], [1.21136, -0.41252, 1.64401], [-0.74889, 2.20248, -0.93849], [-0.00094, 2.37242, 0.65918], [1.00392, 2.31961, -0.78920]], "lowdin_charge": [-0.3522, 0.0208, -0.3512, -0.1059, -0.0733, -0.0508, 0.0513, 0.1095, 0.1282, 0.0836, 0.0828, 0.1109, 0.1079, 0.0792, 0.0792, 0.0800]}

***

{"formula": "C6H9N", "method": "ωB97M-V/def2-TZVPD", "multiplicity": 1, "fmax_ev_per_a": 0.596, "smiles": "CC#CC[C@H]1CN1", "homo_lumo_gap_ha": 0.3743, "e_tot_ha": -288.645764, "e_above_lowest_ev": 3.708, "symbols": ["C", "C", "C", "C", "C", "C", "N", "H", "H", "H", "H", "H", "H", "H", "H", "H"], "coordinates": [[1.88492, 0.84940, 1.64218], [1.56198, -0.15750, 0.63516], [1.15394, -0.93142, -0.19901], [0.02009, -1.49012, -0.96816], [-1.06510, -0.54540, -0.37392], [-1.21771, 0.77919, -0.99941], [-2.37976, -0.10781, -0.85850], [1.46427, 1.81925, 1.34935], [2.96123, 0.96836, 1.76683], [1.44977, 0.58397, 2.61201], [-0.09664, -2.56481, -0.77814], [0.16832, -1.36883, -2.04881], [-0.99460, -0.59874, 0.70885], [-0.91461, 0.87202, -2.04020], [-1.10012, 1.69295, -0.41965], [-2.89597, 0.19949, -0.02858]], "lowdin_charge": [-0.0990, -0.0977, -0.0564, -0.1368, -0.3430, -0.1641, 0.0197, 0.0786, 0.0724, 0.0798, 0.1062, 0.1106, 0.1313, 0.1050, 0.1026, 0.0907]}

***

{"formula": "C6H9N", "method": "ωB97M-V/def2-TZVPD", "multiplicity": 1, "fmax_ev_per_a": 3.906, "smiles": "CC1=N[C@]12C[C@@H]2C", "homo_lumo_gap_ha": 0.3598, "e_tot_ha": -288.634248, "e_above_lowest_ev": 4.022, "symbols": ["C", "C", "N", "C", "C", "C", "C", "H", "H", "H", "H", "H", "H", "H", "H", "H"], "coordinates": [[-0.68479, 2.46465, -0.56567], [-0.91607, 1.02991, -0.85731], [-1.23276, 0.15609, -1.68089], [-0.67339, -0.25437, -0.37263], [-0.90701, -1.43168, 0.53075], [0.48359, -1.19853, -0.07572], [1.69081, -0.99291, 0.77848], [0.38055, 2.70306, -0.41268], [-1.22027, 2.86561, 0.22247], [-0.98549, 2.95056, -1.41399], [-1.54634, -2.25023, 0.20036], [-1.05032, -1.39101, 1.56027], [0.79188, -1.73565, -1.10936], [1.43270, -0.26535, 1.65589], [2.59775, -0.68476, 0.32353], [1.83917, -1.96540, 1.21650]], "lowdin_charge": [0.0112, -0.2691, 0.2449, -0.3466, -0.0456, -0.2860, -0.0958, 0.1046, 0.0599, 0.0472, 0.1002, 0.0706, 0.1776, 0.1138, 0.0503, 0.0629]}

***

{"formula": "C6H9N", "method": "ωB97M-V/def2-TZVPD", "multiplicity": 1, "fmax_ev_per_a": 0.453, "homo_lumo_gap_ha": 0.2822, "e_tot_ha": -288.657599, "e_above_lowest_ev": 3.386, "symbols": ["C", "C", "C", "C", "C", "C", "N", "H", "H", "H", "H", "H", "H", "H", "H", "H"], "coordinates": [[1.83038, -0.57956, 0.34738], [0.63547, 0.20622, -0.06493], [-0.61148, -0.27106, -0.74821], [-1.48871, 0.94138, -1.02855], [-1.33315, -1.21276, 0.23515], [-0.80519, 1.93231, -0.41351], [0.45522, 1.47123, 0.15584], [2.09385, -0.38199, 1.38640], [1.65442, -1.65137, 0.25076], [2.70158, -0.34923, -0.27026], [-0.35661, -0.87773, -1.62553], [-1.62987, -0.67918, 1.14286], [-0.71536, -2.07457, 0.50037], [-2.23263, -1.58055, -0.25566], [-1.04648, 2.97238, -0.21903], [1.07335, 2.05266, 0.71434]], "lowdin_charge": [-0.0054, -0.2575, -0.3833, -0.0763, -0.0697, -0.1884, 0.1120, 0.0872, 0.0813, 0.0904, 0.1443, 0.0889, 0.0672, 0.0781, 0.0686, 0.1624]}

***

{"formula": "C6H9N", "method": "ωB97M-V/def2-TZVPD", "multiplicity": 1, "fmax_ev_per_a": 3.972, "homo_lumo_gap_ha": 0.3155, "e_tot_ha": -288.638509, "e_above_lowest_ev": 3.906, "symbols": ["C", "C", "C", "C", "C", "C", "N", "H", "H", "H", "H", "H", "H", "H", "H", "H"], "coordinates": [[-1.36221, 1.58101, -0.22680], [-0.12853, 0.74360, -0.05636], [0.02241, -0.61725, 0.07010], [-0.92118, -1.72028, 0.14910], [1.39061, -0.97350, 0.15264], [2.08090, 0.22530, -0.06305], [1.14080, 1.25201, -0.18914], [-2.20885, 1.12132, 0.29218], [-1.63819, 1.67574, -1.28225], [-1.24091, 2.59299, 0.17470], [-0.91447, -2.47216, -0.62166], [-1.97350, -1.38946, 0.35920], [0.10401, -2.72072, 0.90791], [1.31160, -2.15881, 0.53925], [3.12924, 0.50817, -0.05126], [1.33334, 2.24843, -0.13826]], "lowdin_charge": [-0.0296, -0.2849, -0.3766, -0.0240, -0.0661, -0.1081, 0.0396, 0.0738, 0.0795, 0.0740, 0.0325, 0.0757, 0.1651, 0.1009, 0.0961, 0.1522]}

***

{"formula": "C6H9N", "method": "ωB97M-V/def2-TZVPD", "multiplicity": 1, "fmax_ev_per_a": 0.611, "homo_lumo_gap_ha": 0.3129, "e_tot_ha": -288.596168, "e_above_lowest_ev": 5.058, "symbols": ["C", "C", "C", "C", "C", "C", "N", "H", "H", "H", "H", "H", "H", "H", "H", "H"], "coordinates": [[0.66808, -1.17898, -1.67491], [1.19971, -1.16093, 0.28048], [0.30739, -1.39462, 1.32131], [-0.56682, -0.28659, 1.48993], [-0.37995, 0.60459, 0.46373], [-0.95327, 1.96420, 0.21954], [0.65148, 0.06651, -0.29676], [1.70032, -1.28324, -1.98098], [0.17897, -2.12848, -1.52066], [0.09923, -0.55136, -2.37861], [0.33558, -2.26029, 1.97494], [-1.20771, -0.09134, 2.34495], [-1.59183, 2.01962, -0.67078], [-1.56229, 2.26105, 1.07852], [-0.16538, 2.72142, 0.11218], [1.28648, 0.69846, -0.76286]], "lowdin_charge": [0.0344, -0.1209, -0.1554, -0.0527, -0.3235, -0.0443, -0.0791, 0.0522, 0.0593, 0.0681, 0.0768, 0.1065, 0.0737, 0.0775, 0.0750, 0.1522]}